Run A
Formula: C3H8N5
Source: the Open Molecules 2025 dataset
Level of theory: ωB97M-V/def2-TZVPD

Results
- molecular weight (g mol⁻¹) = 114.1
- Kohn-Sham gap (alpha / beta) (eV) = 8.2191 / 8.6371

Structure (ORCA input):
```
! wB97M-V def2-TZVPD RIJCOSX def2/J DEFGRID3
* xyz 1 1
C 0.1099 -0.9591 -0.8187
C -0.1335 0.7840 0.8473
C 0.9070 -0.1673 0.2479
N -0.5320 -0.3786 -1.7500
N -0.9297 1.4283 0.0230
N 0.1365 -2.3387 -0.7820
N -0.2945 0.9351 2.1839
N -0.6868 1.5648 -1.2365
H 1.3059 -0.7169 0.9982
H 1.6158 0.4517 -0.1787
H 0.4302 -2.8312 0.0055
H 0.3337 -2.8833 -1.6300
H 0.2233 0.5285 2.9199
H -1.2568 1.0461 2.4049
H 0.3158 1.8204 -1.4956
H -1.5449 1.7163 -1.7389
*
```

Results of the Löwdin charge analysis, in e, for atoms 1 through 8: -0.421 -0.304 0.015 0.229 0.022 0.149 0.197 0.112

=====

Run B
Formula: C3H8N5
Source: the Open Molecules 2025 dataset
Level of theory: ωB97M-V/def2-TZVPD

Results
- molecular weight (g mol⁻¹) = 114.1
- Kohn-Sham gap (eV) = 8.5126
- SMILES = N/N=C1/NC=[NH+]CN1

Structure (ORCA input):
```
! wB97M-V def2-TZVPD RIJCOSX def2/J DEFGRID3
* xyz 1 1
N -3.1941 -0.0942 0.1117
N -2.0858 0.7060 -0.1512
C -0.8478 0.4215 -0.0998
N 0.0960 1.4993 -0.0948
C 1.3841 1.4952 0.1405
N 1.9630 0.3345 0.2555
C 1.3135 -0.9406 -0.2315
N -0.1497 -0.8204 0.0640
H -4.0103 0.4203 -0.1993
H -3.1159 -1.0070 -0.3261
H -0.4477 2.3721 -0.2072
H 2.0006 2.3752 0.2817
H 2.8988 0.1128 0.2202
H 1.8893 -1.6725 0.4667
H 1.4419 -1.1109 -1.3776
H -0.6486 -1.6798 0.2544
*
```

Results of the Löwdin charge analysis, in e, for atoms 1 through 8: 0.051 0.016 -0.342 0.152 -0.055 0.079 -0.091 0.063

=====

Last place for stability: run A